ORCA calculation (the ωB97M-V functional and the def2-TZVPD basis) on 2 unconnected molecules or ions with the total composition C3H7NSi.

## Properties
* charge: 0
* energy: -462.453719 Eh
* 2S+1: 3
* max |F|: 0.07766 hartree/bohr
* ⟨S²⟩: 2.030

CARTESIAN COORDINATES (ANGSTROEM)
C (1.301, 0.573, -0.320)
C (-0.578, -0.014, 0.850)
C (2.375, -0.013, 0.336)
N (3.440, -0.031, -0.352)
Si (-2.185, -0.417, -0.109)
H (1.328, 0.924, -1.386)
H (0.030, -0.452, 1.722)
H (2.303, -0.456, 1.297)
H (4.112, -0.644, -0.076)
H (-1.891, -1.671, -0.864)
H (-2.702, 0.783, -0.956)
H (-3.241, -0.702, 0.715)

Mulliken atomic charge list, values in e, 4 entries:
1. C -0.33
2. C -0.47
3. C 0.04
4. N -0.56